Molecular formula: C46H43Cl2N3O4PRuS2
Method: DFT, ωB97M-V/def2-TZVPD

XYZ file:
```
102
Properties=species:S:1:pos:R:3:mulliken_charge:R:1
Ru 0.939 0.039 -0.530 1.176
O -0.217 -2.035 -0.022 -0.136
S 0.000 -3.209 -0.953 0.414
C -1.645 -4.043 -1.250 -1.126
C -2.885 -3.158 -1.201 -0.298
C -3.451 -3.077 0.228 -0.228
C -4.624 -2.114 0.335 -0.955
S -4.155 -0.401 0.749 0.014
O -2.791 -0.165 0.132 -0.297
C -3.889 -0.642 2.508 0.631
C -2.705 -1.129 3.034 0.262
C -2.594 -1.254 4.410 -0.716
C -3.641 -0.876 5.239 -0.686
C -4.820 -0.383 4.700 -0.622
C -4.943 -0.258 3.326 -0.605
C 0.126 -2.495 -2.607 0.393
C 0.752 -3.270 -3.571 -0.552
C 0.976 -2.737 -4.831 -0.891
C 0.594 -1.431 -5.107 -0.780
C -0.042 -0.668 -4.139 -1.069
C -0.291 -1.204 -2.883 0.244
H -1.722 -4.811 -0.479 0.614
H -1.514 -4.517 -2.222 0.551
H -3.647 -3.583 -1.858 0.547
H -2.656 -2.157 -1.570 -0.073
H -2.660 -2.771 0.911 -0.247
H -3.794 -4.070 0.526 0.537
H -5.315 -2.382 1.134 0.514
H -5.174 -2.058 -0.606 0.527
H -1.879 -1.393 2.384 -0.050
H -1.685 -1.648 4.839 0.396
H -3.533 -0.966 6.311 0.443
H -5.633 -0.089 5.347 0.413
H -5.851 0.133 2.887 0.458
H 1.061 -4.280 -3.327 0.534
H 1.452 -3.332 -5.597 0.478
H 0.792 -1.003 -6.080 0.486
H -0.344 0.344 -4.369 0.274
H -0.864 -0.630 -2.149 0.641
N 0.557 3.196 -1.662 0.223
P -0.550 2.051 -0.980 1.875
C -0.680 2.798 0.686 0.566
C -1.089 4.120 0.839 -0.304
C -1.120 4.686 2.104 -0.987
C -0.708 3.954 3.207 -0.712
C -0.262 2.650 3.053 -0.537
C -0.261 2.070 1.796 -0.061
C -1.989 2.612 -1.937 0.413
C -1.898 2.548 -3.327 -0.492
C -2.920 3.047 -4.117 -0.667
C -4.031 3.627 -3.521 -0.668
C -4.134 3.670 -2.139 -0.846
C -3.130 3.140 -1.342 -0.644
C 1.832 3.203 -1.187 0.288
C 2.775 4.156 -1.604 -1.022
C 4.031 4.134 -1.050 -0.597
C 4.329 3.180 -0.076 -1.096
C 3.352 2.279 0.273 -0.592
N 2.128 2.267 -0.271 0.710
H 0.326 3.825 -2.414 0.272
H -1.371 4.706 -0.026 0.542
H -1.473 5.700 2.228 0.462
H -0.721 4.405 4.189 0.439
H 0.076 2.083 3.909 0.549
H 0.059 1.040 1.656 -0.457
H -1.016 2.118 -3.787 0.149
H -2.847 2.986 -5.194 0.462
H -4.818 4.041 -4.133 0.434
H -4.998 4.123 -1.673 0.466
H -3.220 3.171 -0.267 0.647
H 2.498 4.899 -2.339 0.532
H 4.780 4.848 -1.362 0.467
H 5.298 3.144 0.397 0.535
H 3.545 1.544 1.044 0.142
Cl 7.753 -3.060 -2.735 -0.104
C 6.182 -2.673 -2.206 0.211
C 5.513 -3.563 -1.347 -0.702
C 4.237 -3.283 -0.952 0.522
Cl 3.379 -4.345 0.084 -0.128
C 3.542 -2.082 -1.381 -1.152
O 2.371 -1.866 -1.010 1.418
C 4.283 -1.179 -2.232 1.139
C 3.674 0.072 -2.643 -0.770
O 2.575 0.493 -2.335 -0.437
C 5.568 -1.491 -2.626 -0.987
H 6.008 -4.463 -1.009 0.517
H 4.301 0.693 -3.304 0.368
H 6.106 -0.814 -3.276 0.526
N 2.146 -0.864 1.456 0.071
C 1.846 -0.939 2.837 0.293
C 1.200 -2.066 3.342 -0.317
C 0.968 -2.177 4.702 -0.759
C 1.354 -1.158 5.562 -0.485
C 1.960 -0.017 5.055 -0.693
C 2.212 0.093 3.698 -0.143
H 3.025 -0.393 1.278 0.050
H 2.130 -1.777 1.014 -0.135
H 0.917 -2.859 2.660 0.393
H 0.503 -3.072 5.094 0.407
H 1.195 -1.258 6.626 0.423
H 2.258 0.782 5.720 0.476
H 2.714 0.969 3.304 0.286
```

Calculated values
* net charge: +2
* 2S+1: 6
* relative energy (zero: lowest compared OMol25 entry of this formula, charge and spin): 2.216 eV
* electronic energy: -119631.376 eV
* HOMO (spin up / spin down): -0.4689 / -0.4692 Ha
* <S²>: 8.79

***

Molecular formula: C5H6N2O2
Method: DFT, ωB97M-V/def2-TZVPD

XYZ file:
```
15
Properties=species:S:1:pos:R:3:mulliken_charge:R:1
C 2.901 -0.223 0.407 -1.320
C 1.547 0.236 -0.248 0.569
C -0.822 -0.041 -0.043 0.479
C -2.553 1.013 0.218 -0.595
C -2.947 -0.151 -0.245 0.013
H 2.851 -0.411 1.555 0.278
H 3.061 -1.037 0.079 0.471
H 3.553 0.522 0.079 0.377
H 0.579 -1.421 -0.736 0.288
H -3.149 1.665 0.520 0.589
H -4.096 -0.791 -0.356 0.249
N 0.496 -0.656 -0.124 -0.184
N -1.174 1.093 0.260 -0.395
O 1.557 1.189 -0.951 -0.483
O -1.802 -0.987 -0.415 -0.336
```

Calculated values
* net charge: 0
* relative energy (zero: lowest compared OMol25 entry of this formula, charge and spin): 3.762 eV
* electronic energy: -12353.859 eV
* HOMO: -0.3371 Ha

***

Molecular formula: C44H48ClN2O4PS2Zr
Method: DFT, ωB97M-V/def2-TZVPD

XYZ file:
```
103
Properties=species:S:1:pos:R:3:mulliken_charge:R:1
Zr -0.114 2.077 -0.486 -0.963
C -2.872 2.394 -2.088 -0.785
C -2.809 3.782 -1.480 -0.932
O -1.454 3.942 -1.031 0.823
C -1.097 5.292 -0.662 -0.941
C 0.285 5.222 -0.017 -0.742
O 0.412 3.974 0.712 -0.547
C -0.221 4.023 2.026 -1.051
C -1.613 3.400 1.994 -0.527
O -1.602 2.234 1.129 0.810
C -2.887 1.569 1.077 -0.777
C -2.944 0.775 -0.224 -0.805
O -2.165 1.446 -1.245 0.551
H -2.365 2.375 -3.054 0.198
H -3.903 2.071 -2.228 0.619
H -3.498 3.898 -0.639 0.311
H -3.053 4.529 -2.236 0.637
H -1.848 5.685 0.026 0.477
H -1.069 5.932 -1.545 0.369
H 0.439 6.067 0.653 0.594
H 1.088 5.244 -0.747 0.425
H -0.295 5.054 2.367 0.731
H 0.426 3.493 2.711 0.188
H -2.361 4.098 1.613 0.336
H -1.898 3.105 3.005 0.619
H -3.678 2.318 1.132 0.489
H -2.983 0.902 1.935 0.422
H -3.974 0.644 -0.552 0.662
H -2.485 -0.200 -0.107 0.050
Cl 0.850 3.578 -2.583 0.061
C 0.394 2.967 -4.178 0.597
C 0.369 3.817 -5.259 -0.725
C 0.018 3.275 -6.493 -0.691
C -0.298 1.930 -6.608 -0.798
C -0.252 1.093 -5.498 -0.832
C 0.111 1.610 -4.259 0.429
P 0.343 0.653 -2.729 1.413
C 2.155 0.735 -2.535 0.721
C 2.651 1.345 -1.379 0.095
C 4.001 1.582 -1.214 -1.262
C 4.878 1.195 -2.222 -0.841
C 4.402 0.585 -3.375 -0.897
C 3.041 0.360 -3.538 -0.392
C -0.160 -1.026 -3.157 0.641
C -1.512 -1.226 -3.458 -0.679
C -1.965 -2.496 -3.774 -0.926
C -1.078 -3.566 -3.775 -0.760
C 0.261 -3.367 -3.463 -0.492
C 0.727 -2.100 -3.143 -0.818
H 0.619 4.866 -5.162 0.556
H 0.003 3.915 -7.365 0.474
H -0.577 1.522 -7.570 0.490
H -0.479 0.040 -5.600 0.505
H 1.953 1.673 -0.576 1.064
H 4.374 2.063 -0.319 0.599
H 5.937 1.384 -2.105 0.476
H 5.092 0.296 -4.157 0.506
H 2.671 -0.093 -4.451 0.565
H -2.192 -0.381 -3.474 0.533
H -3.004 -2.654 -4.032 0.523
H -1.429 -4.558 -4.025 0.487
H 0.950 -4.202 -3.474 0.540
H 1.772 -1.946 -2.908 0.409
S 0.028 -0.656 -0.125 0.804
C 0.694 -1.293 1.312 -0.368
N 0.773 -2.581 1.483 0.281
C 1.042 -3.148 2.811 -0.381
C 1.851 -2.218 3.687 -0.808
N 1.454 -0.812 3.549 0.239
C 1.464 0.001 4.768 -1.622
C 0.181 -0.237 5.553 0.835
C -1.061 -0.270 4.924 0.384
C -2.219 -0.437 5.668 -0.821
C -2.144 -0.572 7.048 -0.560
C -0.909 -0.546 7.676 -0.691
C 0.253 -0.388 6.933 -0.555
C 1.088 -0.348 2.386 0.448
S 1.082 1.303 2.019 -0.412
C 0.394 -3.497 0.375 -0.398
C 0.581 -4.961 0.649 -0.392
C -0.528 -5.768 0.884 -0.314
C -0.371 -7.137 1.052 -0.799
C 0.893 -7.704 0.990 -0.498
C 2.005 -6.902 0.764 -0.736
C 1.850 -5.536 0.587 -0.223
H 1.573 -4.087 2.685 0.477
H 0.076 -3.380 3.269 0.279
H 2.917 -2.280 3.451 0.352
H 1.719 -2.514 4.725 0.399
H 1.576 1.050 4.504 0.505
H 2.320 -0.288 5.376 0.553
H -1.131 -0.179 3.842 0.272
H -3.184 -0.475 5.177 0.425
H -3.046 -0.707 7.630 0.441
H -0.840 -0.657 8.750 0.429
H 1.214 -0.370 7.435 0.426
H 0.996 -3.199 -0.488 0.301
H -0.650 -3.297 0.116 0.673
H -1.520 -5.332 0.931 0.413
H -1.239 -7.760 1.221 0.456
H 1.015 -8.772 1.109 0.449
H 2.992 -7.342 0.708 0.454
H 2.721 -4.919 0.385 0.471
```

Calculated values
* net charge: +4
* electronic energy: -102303.976 eV
* HOMO: -0.6392 Ha

***

Molecular formula: H14O7
Method: DFT, ωB97M-V/def2-TZVPD

XYZ file:
```
21
Properties=species:S:1:pos:R:3:mulliken_charge:R:1
O 23.791 -28.089 9.320 -0.676
H 23.377 -28.218 8.459 0.366
H 24.575 -27.667 9.024 0.281
O 19.895 -28.007 8.012 -0.650
H 19.477 -27.124 8.284 0.295
H 19.214 -28.541 7.594 0.338
O 23.107 -27.823 11.949 -0.637
H 23.125 -26.868 12.167 0.306
H 23.131 -27.948 11.009 0.391
O 18.845 -31.211 10.277 -0.715
H 19.767 -30.871 10.256 0.425
H 18.351 -30.417 10.363 0.324
O 22.727 -28.660 6.861 -0.682
H 22.227 -29.510 6.758 0.335
H 23.591 -28.700 6.442 0.308
O 21.428 -30.051 9.541 -0.667
H 22.321 -29.732 9.605 0.301
H 20.883 -29.375 9.103 0.336
O 19.115 -31.426 7.711 -0.688
H 18.961 -31.510 8.664 0.412
H 20.029 -31.266 7.559 0.297
```

Calculated values
* net charge: 0
* relative energy (zero: lowest compared OMol25 entry of this formula, charge and spin): 1.557 eV
* electronic energy: -14559.905 eV
* HOMO: -0.3946 Ha
* structure (SMILES): O.O.O.O.O.O.O

***

Repeat the second record exactly.
Molecular formula: C5H6N2O2
Method: DFT, ωB97M-V/def2-TZVPD

XYZ file:
```
15
Properties=species:S:1:pos:R:3:mulliken_charge:R:1
C 2.901 -0.223 0.407 -1.320
C 1.547 0.236 -0.248 0.569
C -0.822 -0.041 -0.043 0.479
C -2.553 1.013 0.218 -0.595
C -2.947 -0.151 -0.245 0.013
H 2.851 -0.411 1.555 0.278
H 3.061 -1.037 0.079 0.471
H 3.553 0.522 0.079 0.377
H 0.579 -1.421 -0.736 0.288
H -3.149 1.665 0.520 0.589
H -4.096 -0.791 -0.356 0.249
N 0.496 -0.656 -0.124 -0.184
N -1.174 1.093 0.260 -0.395
O 1.557 1.189 -0.951 -0.483
O -1.802 -0.987 -0.415 -0.336
```

Calculated values
* net charge: 0
* relative energy (zero: lowest compared OMol25 entry of this formula, charge and spin): 3.762 eV
* electronic energy: -12353.859 eV
* HOMO: -0.3371 Ha

***

Copy entry 4 word for word.
Molecular formula: H14O7
Method: DFT, ωB97M-V/def2-TZVPD

XYZ file:
```
21
Properties=species:S:1:pos:R:3:mulliken_charge:R:1
O 23.791 -28.089 9.320 -0.676
H 23.377 -28.218 8.459 0.366
H 24.575 -27.667 9.024 0.281
O 19.895 -28.007 8.012 -0.650
H 19.477 -27.124 8.284 0.295
H 19.214 -28.541 7.594 0.338
O 23.107 -27.823 11.949 -0.637
H 23.125 -26.868 12.167 0.306
H 23.131 -27.948 11.009 0.391
O 18.845 -31.211 10.277 -0.715
H 19.767 -30.871 10.256 0.425
H 18.351 -30.417 10.363 0.324
O 22.727 -28.660 6.861 -0.682
H 22.227 -29.510 6.758 0.335
H 23.591 -28.700 6.442 0.308
O 21.428 -30.051 9.541 -0.667
H 22.321 -29.732 9.605 0.301
H 20.883 -29.375 9.103 0.336
O 19.115 -31.426 7.711 -0.688
H 18.961 -31.510 8.664 0.412
H 20.029 -31.266 7.559 0.297
```

Calculated values
* net charge: 0
* relative energy (zero: lowest compared OMol25 entry of this formula, charge and spin): 1.557 eV
* electronic energy: -14559.905 eV
* HOMO: -0.3946 Ha
* structure (SMILES): O.O.O.O.O.O.O